No. 1
{
  "formula": "Cl2H3N2P",
  "method": "wB97M-V/def2-TZVPD",
  "homo_lumo_gap_ev": [7.0, 6.0],
  "largest_force_ev_per_a": 2.2,
  "homo_ha": [-0.350, -0.329],
  "de_lowest_ev": 2.917,
  "energy_ev": -37361.3569,
  "elements": ["Cl", "Cl", "P", "N", "N", "H", "H", "H"],
  "positions_angstrom": [[-1.76258, 1.42365, -0.07973], [-0.94226, -1.51310, 2.71536], [-0.44036, 0.02483, -0.23471], [0.96252, 0.58641, 0.42303], [-0.12801, -0.70259, -1.55977], [-0.66701, -0.46248, -2.35890], [1.72241, 0.47548, -0.21257], [1.25529, 0.16780, 1.30727]],
  "atomic_forces_ev_per_a": [[-1.0, 0.6, 0.2], [0.3, 0.8, -1.5], [1.8, -1.3, 0.4], [-0.2, -0.6, 1.2], [0.2, 0.5, 1.2], [-0.9, -0.3, -0.8], [0.5, -0.1, -0.8], [-0.6, 0.3, 0.2]]
}

No. 2
{
  "formula": "C9H16ClO7S",
  "method": "wB97M-V/def2-TZVPD",
  "homo_lumo_gap_ev": 4.5,
  "largest_force_ev_per_a": 1.6,
  "homo_ha": -0.091,
  "charge": -1,
  "energy_ev": -47282.1488,
  "elements": ["Cl", "S", "O", "O", "O", "O", "O", "O", "O", "C", "C", "C", "C", "C", "C", "C", "C", "C", "H", "H", "H", "H", "H", "H", "H", "H", "H", "H", "H", "H", "H", "H", "H", "H"],
  "positions_angstrom": [[-0.39160, -0.07488, -1.28029], [0.54471, 3.39963, 3.66809], [1.72006, 4.00137, 4.21900], [-0.38628, -0.18041, -4.93022], [0.51353, -1.69542, 0.55775], [-0.74848, 3.96326, 3.93778], [0.73537, 3.35851, 2.09595], [1.72555, -2.21599, 2.39566], [1.17108, -0.08314, 1.91192], [-1.15355, 0.47738, 2.52438], [1.19234, -1.42772, 1.69156], [0.53865, 1.70898, 4.18865], [0.40795, -2.25058, -4.04892], [-0.47732, -0.69759, 0.38083], [-0.39819, -2.07270, -6.40958], [-0.75164, 0.92353, 3.95084], [0.29435, -1.30134, -5.26056], [-0.07605, 0.38254, 1.43725], [-0.59263, -2.52574, -3.70176], [0.96265, -3.17926, -4.26551], [-0.73126, 0.05514, 4.61226], [-1.54900, 1.56262, 4.34086], [-1.62860, -0.50403, 2.61203], [-1.93545, 1.14543, 2.15176], [-1.41154, -2.35103, -6.10667], [0.14363, -2.99137, -6.69058], [-0.02892, 1.30358, 0.86997], [0.64394, 1.85745, 5.26833], [-1.48346, -1.09167, 0.49323], [-0.46376, -1.43685, -7.29543], [1.44817, 1.22501, 3.84332], [1.35308, -1.13870, -5.61052], [0.92576, -1.73869, -3.23603], [-0.11311, 3.59268, 1.68465]],
  "atomic_forces_ev_per_a": [[-0.1, -0.1, 0.1], [0.3, 0.3, 0.8], [-0.2, -0.1, -0.3], [0.3, 0.0, 0.0], [-0.7, -0.6, 0.5], [0.0, 0.0, -0.2], [-0.2, 0.0, -0.3], [0.3, -0.1, -0.1], [-0.2, 0.0, 0.4], [0.2, 0.0, 0.3], [0.2, 0.2, -0.1], [0.0, -0.2, 0.3], [0.3, -0.3, 0.0], [0.7, 0.8, -0.8], [0.3, -0.2, -0.2], [-0.2, 0.3, 0.0], [-0.7, 0.1, 0.3], [-1.4, -0.3, -0.8], [-0.1, 0.1, 0.0], [0.0, 0.1, 0.0], [0.2, 0.0, -0.1], [-0.1, -0.2, 0.0], [0.0, 0.0, 0.1], [0.1, 0.0, -0.1], [0.0, 0.1, 0.0], [0.0, 0.1, 0.0], [0.8, 0.2, 0.3], [0.0, -0.1, 0.0], [0.1, -0.2, 0.2], [0.0, 0.1, 0.0], [0.0, 0.1, -0.2], [0.0, 0.1, 0.0], [0.0, 0.0, 0.0], [0.1, 0.0, 0.0]]
}

No. 3
{
  "formula": "C14H19N3O2S2",
  "method": "wB97M-V/def2-TZVPD",
  "homo_lumo_gap_ev": 9.2,
  "largest_force_ev_per_a": 5.1,
  "homo_ha": -0.318,
  "smiles": "CC(C)C[C@@H]1n2cncc2CN(Cc2cccs2)S1(=O)=O",
  "de_lowest_ev": 4.668,
  "energy_ev": -45058.9160,
  "elements": ["S", "S", "O", "O", "N", "N", "N", "C", "C", "C", "C", "C", "C", "C", "C", "C", "C", "C", "C", "C", "C", "H", "H", "H", "H", "H", "H", "H", "H", "H", "H", "H", "H", "H", "H", "H", "H", "H", "H", "H"],
  "positions_angstrom": [[-1.02529, -1.33829, 1.70061], [1.75040, -2.69730, -1.07544], [-1.88024, -1.43171, 0.48181], [-1.81789, -1.29242, 2.96886], [1.14846, -0.01839, 2.56582], [0.15145, -2.62007, 1.72209], [2.97149, 0.65069, 3.74828], [-0.16640, -3.05092, -2.78921], [0.06416, 1.97353, -0.16389], [-1.42250, 2.21811, -0.55091], [2.82589, -0.76978, 3.84321], [-0.13413, -3.75360, 0.92729], [1.11658, -2.59223, -2.73776], [0.40182, 0.47685, 0.19589], [-0.66622, -3.46510, -1.48119], [1.74447, -1.18491, 2.99815], [1.14946, -2.53351, 2.69028], [-0.06632, 0.11597, 1.62574], [1.93832, 1.05752, 3.00833], [0.23847, -3.38805, -0.42479], [0.93810, 2.39244, -1.31748], [0.28900, 2.70067, 0.66004], [-1.48152, 3.25790, -0.97740], [-1.15247, -4.11443, 0.96209], [1.62900, 2.03890, 2.88168], [-0.70376, -2.90797, -3.67164], [-2.04201, 2.09016, 0.32216], [-0.69804, 0.88224, 1.98910], [2.06325, -3.07346, 2.33982], [0.34683, -4.69737, 1.27038], [1.99054, 2.26272, -0.98917], [1.48527, 0.27741, 0.21153], [0.82136, -3.01013, 3.64122], [-1.77763, -3.83888, -1.32978], [-0.00121, -0.12911, -0.55040], [0.83564, 1.72682, -2.17787], [3.46251, -1.47829, 4.42766], [1.65016, -2.12757, -3.52602], [-1.79874, 1.58912, -1.24988], [0.76664, 3.36603, -1.62897]],
  "atomic_forces_ev_per_a": [[-4.3, -2.4, 0.9], [-0.9, -0.5, -0.3], [2.5, 0.0, 2.3], [2.4, -0.2, -2.4], [-0.3, 1.0, -0.5], [-2.7, 3.6, 0.0], [-1.8, -1.8, -0.3], [1.2, 0.4, 2.4], [-0.4, 0.0, -0.1], [1.8, 2.4, 2.0], [-1.2, 0.2, -2.1], [0.9, -1.6, 0.2], [-0.9, -0.7, 2.3], [0.8, 2.0, 1.6], [-1.2, -0.8, 0.1], [0.5, 1.7, 1.6], [2.5, -1.0, 2.1], [3.3, -0.2, -0.2], [0.7, -3.4, 0.9], [-0.8, 0.0, -5.1], [1.7, -2.3, 0.5], [-0.1, -0.9, -0.2], [-0.2, -0.9, 0.7], [-0.7, 0.6, -0.1], [-0.3, 1.6, -0.5], [-1.1, -0.3, -1.1], [-0.5, 0.4, 0.3], [-0.8, 0.7, 0.7], [-0.9, -0.2, 0.1], [0.5, 0.9, 0.2], [-0.4, 0.4, -0.3], [-0.3, 0.4, -0.3], [0.3, 0.2, -0.3], [2.5, 0.9, -0.3], [-0.9, -1.2, -1.1], [-0.2, 0.0, 0.0], [-0.4, 1.2, -0.7], [0.6, 0.2, -0.4], [-0.8, -2.2, -2.4], [-0.3, 1.9, -0.5]]
}

No. 4
{
  "formula": "C7H15N2Si",
  "method": "wB97M-V/def2-TZVPD",
  "homo_lumo_gap_ev": 6.0,
  "largest_force_ev_per_a": 3.8,
  "homo_ha": -0.424,
  "charge": 1,
  "de_lowest_ev": 5.585,
  "energy_ev": -18348.9852,
  "elements": ["Si", "N", "N", "C", "C", "C", "C", "C", "C", "C", "H", "H", "H", "H", "H", "H", "H", "H", "H", "H", "H", "H", "H", "H", "H"],
  "positions_angstrom": [[-0.21814, 0.91077, 0.26894], [-1.16662, -3.10306, 1.04509], [-2.47208, -2.41322, -0.55189], [-1.58355, -2.00003, 0.37936], [0.72305, 2.57025, 0.36623], [-1.84907, -4.31264, 0.60795], [1.90043, 3.04982, -0.06299], [-2.58689, -3.83230, -0.67006], [2.29195, 4.40711, 0.39708], [2.76900, 2.44308, -1.05544], [1.59925, 5.27851, 0.09837], [-2.64389, -4.53741, 1.34508], [-3.67509, -4.04174, -0.58422], [0.03484, 3.38457, 0.69605], [2.17797, 4.36729, 1.54094], [-2.99979, -1.74267, -1.22567], [2.64473, 2.96620, -2.00189], [0.63818, -0.39355, 0.10496], [3.34555, 4.60479, 0.00650], [-1.64631, 0.93247, 0.64372], [-1.16411, -5.09197, 0.62225], [-0.27313, -3.13251, 1.65662], [2.65202, 1.28850, -1.26619], [3.79430, 2.59659, -0.64598], [-2.29256, -4.19884, -1.71479]],
  "atomic_forces_ev_per_a": [[2.5, 0.5, 0.2], [1.8, 1.0, 0.5], [-0.1, 2.7, -0.7], [0.3, 0.5, -0.1], [-3.5, -1.6, 0.0], [-1.9, 1.2, 0.6], [-0.9, 0.4, -0.6], [-1.4, -1.6, -1.3], [0.5, 1.4, 0.8], [1.6, -2.9, 0.1], [0.9, -1.5, 0.1], [0.4, -0.1, -0.2], [0.7, -0.5, -0.1], [0.5, -0.8, 0.4], [0.8, 0.4, -1.6], [1.6, -1.8, 2.0], [0.2, 0.2, 0.0], [-1.0, 1.5, 0.1], [-1.4, 0.2, 1.0], [0.4, 0.1, -0.2], [1.0, -1.7, -0.7], [-2.6, 0.2, -1.6], [-0.1, 2.3, 0.5], [-0.3, -0.2, -0.9], [0.1, 0.3, 1.6]]
}

No. 5
{
  "formula": "C3H5O3Yb",
  "method": "wB97M-V/def2-TZVPD",
  "homo_lumo_gap_ev": [7.3, 5.9],
  "largest_force_ev_per_a": 3.4,
  "homo_ha": [-0.836, -0.831],
  "charge": 3,
  "de_lowest_ev": 2.795,
  "energy_ev": -40823.0035,
  "multiplicity": 3,
  "elements": ["Yb", "O", "O", "O", "C", "C", "C", "H", "H", "H", "H", "H"],
  "positions_angstrom": [[1.70236, 1.85591, 2.38541], [2.96094, 2.82170, 0.58647], [3.87207, 2.05958, -0.02530], [3.21214, 0.81531, 3.80956], [4.32078, 0.28708, 3.80731], [4.88295, 2.72019, -0.53130], [5.81262, 3.36996, 0.32871], [4.67681, -0.19530, 4.73231], [6.79267, 3.61032, -0.07924], [4.66594, 3.13646, -1.51892], [4.75403, -0.10111, 2.81489], [5.44227, 4.08523, 1.06266]],
  "atomic_forces_ev_per_a": [[-0.7, -0.4, 0.9], [0.7, -0.1, -0.3], [-2.5, -1.7, 1.4], [0.2, 1.1, -0.8], [-0.8, -2.9, -0.8], [1.7, 2.9, 0.6], [-0.3, 0.7, -2.5], [0.5, 0.8, 0.0], [0.4, -0.2, 0.1], [0.9, -0.5, -0.9], [0.1, 1.1, 1.2], [-0.1, -0.6, 1.0]]
}

No. 6
{
  "formula": "C26H19AsBCeN10O6S3",
  "method": "wB97M-V/def2-TZVPD",
  "homo_lumo_gap_ev": [6.3, 5.4],
  "largest_force_ev_per_a": 5.2,
  "homo_ha": [-0.323, -0.325],
  "de_lowest_ev": 1.558,
  "energy_ev": -161407.1380,
  "multiplicity": 2,
  "elements": ["Ce", "As", "S", "S", "S", "O", "O", "O", "O", "O", "O", "N", "N", "N", "N", "N", "N", "N", "N", "N", "N", "C", "C", "C", "C", "C", "C", "C", "C", "C", "C", "C", "C", "C", "C", "C", "C", "C", "C", "C", "C", "C", "C", "C", "C", "C", "C", "B", "H", "H", "H", "H", "H", "H", "H", "H", "H", "H", "H", "H", "H", "H", "H", "H", "H", "H", "H"],
  "positions_angstrom": [[0.37904, -0.21872, 0.08805], [3.61619, -1.70764, 0.43649], [2.82534, 1.79244, -0.27031], [0.10415, -3.20322, -0.79036], [-0.40682, -0.36139, -2.61130], [2.24997, 0.75394, -1.24912], [2.92824, 3.06406, -0.94882], [3.56997, -1.78674, -1.28094], [4.45383, -2.98084, 1.09896], [1.92433, -1.29479, 0.91734], [1.86318, 1.61480, 0.86766], [0.88822, -6.75442, -5.44037], [-4.87375, 2.74645, 1.80248], [-0.92176, 1.92021, 0.14683], [-3.29049, -0.31851, 1.19058], [-0.50802, 0.27914, 2.29654], [-2.27454, 2.04443, 0.62158], [0.69419, -3.43043, -7.85991], [-4.06917, 1.79463, 2.48419], [-1.65311, 0.88463, 2.73220], [-2.26674, -0.84949, 0.30782], [-1.39269, 1.51678, 3.93290], [-6.07198, 2.68114, 2.40234], [-2.81464, 3.14070, -0.02258], [-6.13829, 1.70561, 3.41702], [0.13324, -2.01817, -4.69081], [6.01953, -0.34753, 1.01441], [-1.83069, 3.77532, -0.83718], [0.08908, -1.87076, -3.31682], [0.36813, 0.34487, 3.32071], [0.41557, -3.06460, -2.48415], [-0.06374, 1.18190, 4.33244], [-4.22439, -1.74185, -0.28785], [0.78715, -5.63949, -5.11163], [6.61478, 1.96013, 1.05596], [0.77671, -4.32991, -4.57362], [6.92779, 0.63152, 1.26268], [0.45635, -3.21265, -5.30372], [5.39128, 2.20262, 0.41579], [-0.67846, 3.01218, -0.62326], [0.50100, -3.31078, -6.70104], [-4.84947, 1.19702, 3.46851], [0.85602, -4.22716, -3.16587], [-4.42487, -0.75284, 0.76232], [-2.85274, -1.76257, -0.43985], [4.40840, 1.23292, 0.24677], [4.74020, -0.12754, 0.54906], [-2.85243, 1.15692, 1.75905], [0.06245, -1.17114, -5.25733], [-6.85837, 3.42660, 2.11973], [-3.85563, 3.43659, 0.04160], [0.46393, 1.53319, 5.26484], [-5.34158, -0.40849, 1.22084], [1.14427, -5.12364, -2.58170], [-4.38174, 0.33044, 3.95545], [0.33203, 3.19485, -0.90522], [7.86766, 0.39977, 1.69434], [6.27840, -1.43865, 1.23363], [-6.98701, 1.34462, 3.96530], [-4.94037, -2.35282, -0.76192], [3.05746, -0.99941, -1.60343], [-2.13365, 2.18405, 4.39764], [-1.82232, 4.69707, -1.36483], [5.12960, 3.24364, 0.18446], [7.27201, 2.76010, 1.34058], [-2.15806, -2.35726, -1.03876], [1.34784, -0.02184, 3.17365]],
  "atomic_forces_ev_per_a": [[-1.1, 0.6, -0.1], [1.2, -0.8, 1.1], [-2.2, -1.1, -1.9], [0.7, 0.6, -1.1], [0.3, -0.6, -0.4], [0.6, 0.0, 0.8], [0.1, -0.7, 1.5], [-1.2, 0.2, -1.0], [-1.7, 1.5, -0.7], [1.8, -0.6, -0.2], [1.0, 0.9, -0.2], [-0.4, 2.0, 0.5], [-0.3, -1.2, 1.7], [-1.6, 1.1, 0.6], [4.4, 1.9, -1.9], [-0.5, -0.7, 1.7], [0.7, 1.6, -2.5], [-0.8, 0.4, 3.5], [-1.7, 0.6, -0.4], [0.7, 1.5, 1.0], [0.1, 0.4, 2.3], [0.8, -0.8, -0.6], [0.3, 1.0, -0.7], [1.4, 0.0, -0.9], [1.3, -0.3, -0.1], [0.9, -1.5, 0.7], [-0.4, -3.6, 0.2], [0.0, -1.8, 2.0], [0.0, -0.7, 2.3], [-0.1, 1.2, -0.9], [-0.3, 0.5, -0.2], [-1.7, 0.7, 0.9], [-0.2, 1.7, 2.2], [1.1, -2.6, -0.9], [-1.0, -0.8, -1.0], [-0.2, -0.7, 3.1], [0.5, 1.5, 0.4], [-0.6, 1.2, 0.2], [-0.4, 1.5, 0.7], [-1.3, -1.3, 0.9], [0.9, -0.3, -4.9], [0.9, -0.5, -1.3], [-0.3, -0.7, -0.6], [-2.0, -2.6, -2.0], [0.3, 0.4, -0.3], [1.1, -0.9, 0.3], [-0.9, 1.8, 0.4], [-0.2, -0.9, 0.1], [-0.6, 2.0, -1.5], [0.9, -1.0, 0.1], [0.4, -0.3, 0.5], [-0.7, -0.7, -1.4], [-0.1, -0.1, -0.1], [-0.3, 0.7, -0.4], [-0.6, 0.6, 0.2], [0.5, 0.0, -0.5], [0.7, -0.4, 0.3], [-0.3, 1.7, -0.3], [-0.1, 0.2, 0.2], [-0.7, -0.4, -0.3], [0.6, -0.5, 0.1], [0.4, -0.6, -0.3], [-0.5, 0.4, -0.3], [0.0, -0.5, 0.0], [0.2, 0.2, -0.1], [-0.9, 0.2, -0.1], [0.7, -0.6, 0.0]]
}